(1)
ORCA calculation (ωB97M-V/def2-TZVPD) on a cluster of 19 separate species, H38O19 in total at a distorted geometry.

Element x y z (Å)
1 O 1.655646 -4.302130 2.385528
2 H 2.097146 -5.016285 2.814698
3 H 1.892568 -3.465006 2.823518
4 O 2.900400 1.633878 -3.920817
5 H 2.835404 0.765552 -3.499914
6 H 3.742999 1.694888 -4.401997
7 O 1.848868 0.700892 2.391454
8 H 2.278088 1.478409 1.863548
9 H 2.282347 -0.092328 2.009983
10 O -0.536224 3.692949 2.080960
11 H -1.034066 3.448049 1.302627
12 H -0.758482 4.620514 2.358494
13 O 0.824186 -1.791153 3.511533
14 H 0.013135 -2.015966 3.067698
15 H 0.778873 -1.003815 4.019999
16 O -2.530705 -0.096480 -0.862197
17 H -2.762136 -0.175257 -1.806428
18 H -2.967590 -0.857826 -0.489049
19 O -0.616060 0.048167 1.666400
20 H -1.018890 0.905896 1.366417
21 H 0.284852 0.429769 2.000282
22 O -4.537491 1.010167 1.677174
23 H -5.282129 1.043674 2.295647
24 H -4.393107 0.084934 1.444352
25 O 2.135158 -1.195311 -2.603575
26 H 2.379133 -1.729085 -1.842084
27 H 1.183578 -0.893807 -2.510658
28 O -0.398281 1.265719 -4.049189
29 H 0.320736 1.642891 -4.620694
30 H -0.027701 1.505353 -3.165447
31 O 0.035148 1.380840 -1.275573
32 H -0.626256 0.706055 -1.153097
33 H 0.830286 0.994141 -0.869008
34 O -3.419542 -1.832209 1.537558
35 H -3.323069 -2.794701 1.549133
36 H -2.471447 -1.568790 1.601165
37 O -0.117990 -1.673685 -0.437817
38 H -0.694717 -1.504607 -1.177742
39 H -0.381795 -1.022451 0.260516
40 O -1.249040 -3.448136 1.767041
41 H -0.710751 -3.383649 0.999205
42 H -0.809648 -4.059931 2.385449
43 O 2.590873 -2.426924 -0.018173
44 H 2.801353 -3.125117 0.576997
45 H 1.654753 -2.091111 0.018581
46 O 1.962471 2.903804 0.778857
47 H 2.481560 3.236624 0.039250
48 H 1.163767 3.462500 0.963976
49 O -1.135526 -1.246563 -3.175786
50 H -0.866169 -0.445354 -3.671696
51 H -1.014957 -1.936303 -3.834219
52 O -2.402224 2.282016 0.701256
53 H -2.426599 1.837835 -0.129448
54 H -3.181138 1.987742 1.165010
55 O 3.261051 3.539136 -1.690520
56 H 2.469340 4.094496 -1.954834
57 H 2.990026 2.797070 -2.264316

Forces on atoms 1 to 3 (eV/Å):
-0.48 0.98 -0.71
0.56 -0.55 0.60
-0.20 -0.34 0.19

Energy above the lowest of the compared OMol25 structures with the same formula, charge and spin: 14.7 kJ/mol
E_HOMO: -10.832 eV
E: -1452.4342 Eh
LUMO: 0.3 eV
Orbital gap: 11.092 eV

(2)
ORCA calculation (ωB97M-V/def2-TZVPD) on a cluster of 2 separate species, CH5O2PS2 in total at a distorted geometry.

Element x y z (Å)
1 C -0.931189 1.174649 1.361055
2 O -0.213642 -1.713263 -1.926706
3 O 2.549734 0.722107 -1.351543
4 P 1.498974 0.331388 -0.428568
5 S 1.385852 -0.990773 0.934060
6 S -0.061573 1.823944 -0.108469
7 H -1.711276 1.799291 1.729674
8 H -0.184942 0.993801 2.109618
9 H -1.341634 0.227757 1.113416
10 H 0.126380 -2.591836 -1.600395
11 H -1.116679 -1.777066 -1.832139

Forces on atoms 1 to 3 (eV/Å):
1.16 -0.56 -0.48
3.69 -1.23 0.13
-0.12 0.06 -0.56

Energy above the lowest of the compared OMol25 structures with the same formula, charge and spin: 89.8 kJ/mol
E_HOMO: -9.816 eV
E: -1329.3369 Eh
LUMO: -0.5 eV
Orbital gap: 9.285 eV